Entry 1:
This record from OMol25 describes a cluster of 2 separate species, C6H15NO in total in a non-equilibrium geometry. The level of theory is ωB97M-V with the def2-TZVPD basis set.

XYZ file:
```
23
Properties=species:S:1:pos:R:3
C -2.5442 -1.7628 1.0978
C -1.6769 -0.5866 1.1323
C -1.3613 0.1442 0.0820
C -0.7696 1.5954 0.2069
C 0.7668 1.4737 0.5413
C 1.7512 0.7689 -0.4023
N 2.2244 -0.4746 -0.0069
H -2.4732 -2.3060 0.0653
H -2.3963 -2.4432 2.0871
H -3.6541 -1.4583 1.4471
H -1.5305 -0.0995 2.1245
H -1.7092 -0.0409 -0.8751
H -1.0454 2.1537 1.0987
H -0.9706 2.1790 -0.7219
H 0.8629 0.9742 1.5024
H 1.1694 2.4740 0.7927
H 1.2355 0.8075 -1.3753
H 2.6914 1.4160 -0.4316
H 1.6750 -1.0157 0.7911
H 3.1708 -0.5510 0.3942
O 1.6830 -1.1293 -3.4752
H 2.1382 -0.8935 -2.5993
H 0.7628 -1.2254 -3.4758
```

Calculated values
energy above the lowest of the compared OMol25 structures with the same formula, charge and spin	3.487	eV
net charge	0
HOMO-LUMO gap	10.097	eV
HOMO	-9.15	eV

Entry 2:
This record from OMol25 describes the ion C7H16NS with charge +1 in a non-equilibrium geometry. The level of theory is ωB97M-V with the def2-TZVPD basis set.

XYZ file:
```
25
Properties=species:S:1:pos:R:3
C -0.5784 1.9731 0.1513
C 0.7837 1.2814 0.4954
C -1.7341 1.0413 0.5479
C 1.0540 0.0809 -0.2164
C -1.6865 -0.3431 -0.0581
C 3.0608 -1.3182 -0.1569
C 1.6319 -1.1737 0.2936
N -2.5646 -0.3482 -1.2284
S -1.9060 -1.7880 0.9017
H -0.5633 2.9730 0.7258
H -0.6121 2.3918 -0.8032
H 1.5788 2.1303 0.2461
H 0.6885 1.1195 1.6162
H -1.7208 1.0688 1.6114
H -2.6078 1.5867 0.2555
H 1.2566 0.2439 -1.3163
H 3.3781 -2.3583 0.0253
H 3.7288 -0.6973 0.4551
H 3.1304 -1.1976 -1.3288
H 1.5423 -1.0236 1.3557
H 1.0346 -2.0204 -0.1000
H -2.9809 -1.3247 -1.2971
H -1.8891 -0.2403 -1.9799
H -3.2391 0.4558 -1.1900
H -0.7858 -2.5130 0.9941
```

Calculated values
spin multiplicity	3
<S²>	2.01
energy above the lowest of the compared OMol25 structures with the same formula, charge and spin	0.000	eV
net charge	+1
HOMO-LUMO gap (spin up / spin down)	6.935 / 8.349	eV
HOMO (spin up / spin down)	-10.44 / -14.17	eV

Entry 3:
This record from OMol25 describes an isolated molecule of C16H22O4. The level of theory is ωB97M-V with the def2-TZVPD basis set.

XYZ file:
```
42
Properties=species:S:1:pos:R:3
C -2.0819 1.0482 -3.4216
C -1.7825 0.0035 -2.3891
C -2.6661 -0.2291 -1.3450
C -2.3920 -1.1566 -0.3566
C -1.2016 -1.8706 -0.3902
O -0.7985 -2.7954 0.5372
C -1.4382 -2.8697 1.7880
C -1.2775 -1.5998 2.6514
C 0.1183 -1.0451 2.4574
O 1.0914 -1.3336 3.1002
O 0.1146 -0.1930 1.4328
C 1.3492 0.3609 1.0146
C 1.0788 1.7054 0.3533
O 0.0131 2.2493 0.4573
C 2.2245 2.2807 -0.4771
C 3.5952 2.0178 0.1491
C 2.0073 3.7880 -0.6334
C 2.1325 1.6090 -1.8561
C -0.3237 -1.6684 -1.4525
C -0.6139 -0.7452 -2.4358
H -1.4025 0.9677 -4.2668
H -3.1040 0.9519 -3.7833
H -1.9757 2.0421 -2.9861
H -3.5889 0.3309 -1.2973
H -3.1139 -1.3118 0.4300
H -0.9412 -3.7083 2.2833
H -2.5041 -3.1090 1.6761
H -1.4298 -1.8609 3.6973
H -1.9857 -0.8313 2.3454
H 2.0079 0.4866 1.8835
H 1.8277 -0.3287 0.3113
H 4.3613 2.5127 -0.4442
H 3.8295 0.9576 0.1822
H 3.6403 2.4177 1.1594
H 2.7458 4.2085 -1.3111
H 2.0939 4.2848 0.3300
H 1.0141 3.9841 -1.0275
H 2.8755 2.0416 -2.5226
H 2.3128 0.5394 -1.7865
H 1.1457 1.7641 -2.2851
H 0.5857 -2.2494 -1.4838
H 0.0825 -0.6014 -3.2500
```

Calculated values
energy above the lowest of the compared OMol25 structures with the same formula, charge and spin	1.111	eV
net charge	0
HOMO-LUMO gap	9.042	eV
HOMO	-8.31	eV

Entry 4:
This record from OMol25 describes a cluster of 7 separate species, C19H52O9 in total in a non-equilibrium geometry. The level of theory is ωB97M-V with the def2-TZVPD basis set.

XYZ file:
```
80
Properties=species:S:1:pos:R:3
C 5.8024 0.3474 -2.9627
C 4.5585 -0.5316 -2.7965
C 3.4772 -0.1887 -3.8308
O 4.7447 -1.9465 -2.8020
H 5.4905 1.2295 -3.5218
H 6.5683 -0.1740 -3.5370
H 6.2012 0.6259 -1.9872
H 4.1194 -0.2654 -1.8351
H 2.7086 -0.9608 -3.8664
H 3.7776 -0.1327 -4.8771
H 3.1139 0.8010 -3.5537
H 4.8583 -2.1984 -1.8826
C 1.6878 -0.4738 5.8044
C 0.9875 -0.5378 4.3603
C 1.5983 -1.6955 3.5155
O -0.3383 -0.9529 4.4329
H 1.7789 -1.4802 6.2131
H 1.2711 0.1972 6.5555
H 2.6771 -0.0242 5.7195
H 0.9598 0.4485 3.8972
H 2.6432 -1.4814 3.2909
H 0.9997 -1.7677 2.6074
H 1.5584 -2.6141 4.1009
H -0.3257 -1.8261 4.8314
C 2.3468 -3.7542 -0.8467
C 0.9340 -4.0609 -1.4761
C 0.2358 -2.8573 -2.0517
O 1.1479 -4.9033 -2.5425
H 2.7045 -4.6457 -0.3315
H 2.2596 -3.0259 -0.0404
H 3.0699 -3.2973 -1.5223
H 0.3261 -4.4858 -0.6772
H 0.0749 -1.9623 -1.4507
H -0.7578 -3.0668 -2.4479
H 0.8478 -2.4243 -2.8430
H 1.7071 -4.5076 -3.2152
C -2.7648 -0.8107 0.0538
C -2.5435 -1.1495 1.5602
C -1.7399 -2.4268 1.7157
O -1.7732 -0.1001 2.1314
H -3.1803 -1.6594 -0.4896
H -1.8677 -0.6385 -0.5408
H -3.3722 0.0903 -0.0325
H -3.4501 -1.1962 2.1635
H -0.7977 -2.4653 1.1690
H -2.4338 -3.2138 1.4202
H -1.4629 -2.6064 2.7545
H -1.3677 -0.3903 2.9518
C -3.3590 4.6980 1.5148
C -4.6947 4.0747 1.5721
C -4.6239 2.6461 2.1253
O -5.6191 4.9471 2.2306
H -2.6347 4.3596 0.7738
H -2.8851 4.6356 2.4944
H -3.4583 5.7430 1.2213
H -5.0689 4.0085 0.5505
H -4.0258 1.9021 1.5992
H -5.6275 2.2257 2.1892
H -4.2131 2.7343 3.1311
H -5.2269 5.1842 3.0741
O 1.4939 0.2495 -1.3437
C 1.1160 0.2111 0.0277
C 0.5502 1.6096 0.3798
O -0.7872 1.8097 -0.0266
H 0.6999 0.3137 -1.8795
H 0.3953 -0.5928 0.1772
H 1.8897 -0.0841 0.7364
H 1.1871 2.4503 0.1043
H 0.5554 1.7217 1.4640
H -1.3258 1.2169 0.5027
O -0.6548 0.5417 -3.2236
C -0.7082 1.7546 -4.0355
C -2.0110 2.4139 -3.6891
O -1.8189 3.1757 -2.5189
H -1.0395 -0.1880 -3.7147
H 0.1320 2.4280 -3.8665
H -0.6402 1.3863 -5.0592
H -2.8792 1.7589 -3.6175
H -2.2224 3.2294 -4.3807
H -1.5562 2.5954 -1.8007
```

Calculated values
energy above the lowest of the compared OMol25 structures with the same formula, charge and spin	1.974	eV
net charge	0
HOMO-LUMO gap	10.126	eV
HOMO	-9.63	eV

Entry 5:
This record from OMol25 describes a structure of composition C7H18N2O2S in a non-equilibrium geometry. The level of theory is ωB97M-V with the def2-TZVPD basis set.

XYZ file:
```
30
Properties=species:S:1:pos:R:3
C -1.1763 -2.9903 0.7760
C 1.4993 0.0762 -1.6584
C 0.3602 2.9052 0.2938
C -0.1462 -1.9957 0.2233
C 1.7635 0.1432 -0.1474
C 0.4563 1.6797 1.2879
C -0.4230 -0.5778 0.6355
N -1.5514 -0.2741 -0.9294
N 0.5933 0.3286 0.6838
O -2.9675 1.7425 -0.0787
O -3.4331 -0.5832 0.6023
S -3.0916 0.0920 -0.6024
H -1.8387 -3.5036 0.0311
H -1.9412 -2.4223 1.3844
H -0.8037 -3.7980 1.3193
H 2.4543 -0.1353 -2.1345
H 0.8524 -0.6207 -2.0764
H 1.0843 1.0392 -2.0010
H -0.7142 3.2194 -0.1568
H 0.5607 3.7452 0.9587
H 1.1216 3.0039 -0.4610
H -0.2034 -1.9963 -0.8038
H 0.8970 -2.2020 0.4680
H 2.3699 1.1163 -0.0572
H 2.4380 -0.7493 0.1335
H -0.4769 1.5448 1.9838
H 1.3451 1.6067 1.9561
H -1.3957 -0.2884 1.2270
H -1.0671 0.4795 -1.5100
H -3.1113 1.8951 0.9048
```

Calculated values
energy above the lowest of the compared OMol25 structures with the same formula, charge and spin	1.383	eV
net charge	0
HOMO-LUMO gap	8.834	eV
HOMO	-8.12	eV

Entry 6:
This record from OMol25 describes a structure of composition C11H16BrNO2PdSe2. The level of theory is ωB97M-V with the def2-TZVPD basis set.

XYZ file:
```
34
Properties=species:S:1:pos:R:3
Pd 1.2835 -0.2270 0.2877
C 0.6299 5.5729 0.5524
C 1.5540 4.3953 0.4239
C 2.9368 4.5322 0.4065
C 3.7523 3.4175 0.2997
C 3.1264 2.1889 0.2132
Br 4.1337 0.5988 0.1064
N 1.8130 2.0217 0.2152
C 1.0473 3.1077 0.3213
H 1.1880 6.5082 0.5565
H 0.0573 5.5239 1.4791
H -0.0813 5.6130 -0.2729
H 3.3805 5.5180 0.4777
H 4.8286 3.4936 0.2866
H -0.0233 2.9342 0.3187
O -3.5700 -3.5750 -0.8542
C -2.4435 -3.9461 -0.0504
C -1.3426 -2.8785 -0.1587
C -0.9378 -2.6960 -1.6217
O -1.8690 -1.9390 -2.3781
C -1.9224 -1.6046 0.4603
Se -1.0652 0.0898 0.0857
C -0.1720 -3.4584 0.6559
Se 1.5764 -2.5870 0.6359
H -4.2734 -4.2167 -0.7251
H -2.0407 -4.9011 -0.4037
H -2.7531 -4.0648 0.9934
H -0.7807 -3.6900 -2.0633
H 0.0106 -2.1646 -1.6660
H -2.7222 -2.3812 -2.2904
H -1.8967 -1.6933 1.5505
H -2.9580 -1.4771 0.1554
H 0.0257 -4.4733 0.3048
H -0.4920 -3.5421 1.6976
```

Calculated values
spin multiplicity	3
<S²>	2.02
net charge	0
HOMO-LUMO gap (spin up / spin down)	6.749 / 5.315	eV
HOMO (spin up / spin down)	-6.58 / -6.86	eV